# C38H32Cl2N4O3

2 unconnected molecules or ions with the total composition C38H32Cl2N4O3 at a distorted geometry (the ωB97M-V functional and the def2-TZVPD basis, the Open Molecules 2025 dataset).

Values from the calculation:
- LUMO level: -2.79 eV
- Gap between HOMO and LUMO: 3.33 eV
- Spin multiplicity: 1
- HOMO level: -0.2247 Ha

Cartesian coordinates (Å):
N1 -3.1729 -2.1943 2.4192
C1 -2.1832 -1.5740 2.4983
C2 -0.9914 -0.8028 2.5650
C3 -0.9555 0.4409 1.9756
C4 -2.1716 1.0566 1.6412
N2 -3.2248 1.5193 1.4449
C5 0.2541 1.2905 2.0702
O1 0.2634 2.4150 1.5733
C6 1.4274 0.7004 2.7811
Cl1 2.8177 1.6774 2.8533
C7 1.3827 -0.5402 3.3493
Cl2 2.6939 -1.1991 4.2043
C8 0.1738 -1.4120 3.2334
O2 0.1291 -2.5622 3.6614
C9 -2.2743 -1.0435 -7.4649
C10 -2.7790 0.0128 -6.5271
C11 -1.8837 0.8794 -5.8991
C12 -2.3214 1.8889 -5.0350
C13 -1.3421 2.9158 -4.5609
C14 -3.6839 1.9290 -4.6911
N3 -4.1673 2.8740 -3.7299
C15 -3.8727 2.9696 -2.4018
C16 -2.6806 2.4595 -1.6889
C17 -2.3385 1.0352 -1.5830
C18 -0.9673 0.6835 -1.1940
C19 -3.2182 0.0413 -2.1481
C20 -4.6236 0.1405 -2.0449
C21 -5.4506 -0.8328 -2.5996
C22 -4.9002 -1.8988 -3.3168
C23 -3.5137 -2.0142 -3.4388
C24 -2.6796 -1.0972 -2.8105
O3 -1.8826 3.3063 -1.2193
N4 -4.4585 4.1187 -1.9463
C25 -4.2119 4.7480 -0.6866
C26 -4.5708 4.0827 0.4908
C27 -5.5150 2.9288 0.4564
C28 -3.9979 4.5145 1.6921
C29 -3.2497 5.6968 1.7536
C30 -2.6635 6.1680 3.0539
C31 -3.0376 6.4170 0.5756
C32 -3.4897 5.9452 -0.6629
C33 -3.1087 6.6457 -1.9217
C34 -5.2476 4.6497 -2.9615
C35 -5.0790 3.8916 -4.0485
C36 -4.6167 1.1443 -5.3881
C37 -6.0882 1.2401 -5.1473
C38 -4.1420 0.1768 -6.2829
H1 -3.0979 -1.6656 -7.8309
H2 -1.7714 -0.5988 -8.3354
H3 -1.5428 -1.6989 -6.9730
H4 -0.8151 0.7952 -6.1038
H5 -1.7322 3.9394 -4.6576
H6 -1.0308 2.7640 -3.5196
H7 -0.4375 2.8462 -5.1801
H8 -0.9842 -0.3145 -0.7314
H9 -0.2982 0.6394 -2.0715
H10 -0.5570 1.4086 -0.4837
H11 -5.0400 0.9697 -1.4705
H12 -6.5322 -0.7431 -2.4802
H13 -5.5560 -2.6362 -3.7824
H14 -3.0736 -2.8294 -4.0177
H15 -1.5922 -1.2069 -2.8724
H16 -5.8691 2.7233 1.4720
H17 -6.3774 3.1133 -0.1950
H18 -5.0067 2.0148 0.1357
H19 -4.1404 3.9014 2.5843
H20 -2.3422 7.2119 2.9714
H21 -3.3923 6.0928 3.8692
H22 -1.7865 5.5708 3.3400
H23 -2.4627 7.3454 0.6037
H24 -2.6415 7.6005 -1.6616
H25 -2.3706 6.0696 -2.4961
H26 -3.9700 6.8569 -2.5636
H27 -5.8056 5.5592 -2.8211
H28 -5.4741 3.9959 -5.0441
H29 -6.5936 0.5610 -5.8458
H30 -6.3638 0.9137 -4.1362
H31 -6.4899 2.2450 -5.3162
H32 -4.8636 -0.4705 -6.7863



# C2H4ClF3

2 unconnected molecules or ions with the total composition C2H4ClF3 (the ωB97M-V functional and the def2-TZVPD basis, the Open Molecules 2025 dataset).

Values from the calculation:
- LUMO level: 0.81 eV
- Gap between HOMO and LUMO: 12.40 eV
- Relative energy (zero: lowest compared OMol25 entry of this formula, charge and spin): 0.0 kJ/mol
- Spin multiplicity: 1
- SMILES: CC(F)(F)Cl.F
- HOMO level: -0.4257 Ha

Cartesian coordinates (Å):
C1 0.2421 -0.3602 -1.0324
C2 -0.8764 -0.3657 -0.0258
H1 1.4091 1.6978 2.4234
H2 0.1414 0.5003 -1.6957
H3 1.1884 -0.2957 -0.4893
H4 0.2200 -1.2810 -1.6183
F1 1.7615 1.2299 1.7029
F2 -0.7550 -1.4106 0.8156
F3 -0.8508 0.7554 0.7207
Cl1 -2.4804 -0.4703 -0.8010



# C29H46F3NO11S3

3 unconnected molecules or ions with the total composition C29H46F3NO11S3 at a distorted geometry (the ωB97M-V functional and the def2-TZVPD basis, the Open Molecules 2025 dataset).

Values from the calculation:
- LUMO level: 0.06 eV
- Gap between HOMO and LUMO: 8.18 eV
- Spin multiplicity: 1
- SMILES: [H]/N=C/C[C@@](C)(CO[C@H](CCC(=O)O)S(=O)(=O)C(F)(F)F)OCC[C@H](C)OCc1ccccc1.O=S1(=O)CCCC1.O=S1(=O)CCCC1
- HOMO level: -0.2983 Ha

Cartesian coordinates (Å):
C1 0.2790 0.5805 1.8212
C2 0.3665 -1.0883 1.8898
C3 -1.1718 -1.6694 1.6430
C4 -1.6734 -1.4780 0.0590
O1 -2.2404 -0.1266 -0.0542
C5 -2.7434 0.1647 -1.4053
C6 -1.5572 0.0866 -2.5824
C7 -4.1122 -0.6490 -1.8236
C8 -3.8578 -2.1005 -2.5414
N1 -3.6695 -2.1890 -3.9266
C9 -3.1797 1.7798 -1.3787
O2 -4.3202 2.0591 -0.4947
C10 -3.9025 2.5472 0.8288
C11 -5.2329 2.3416 1.8217
C12 -5.1170 1.0337 2.8028
C13 -6.6416 0.7628 3.4094
O3 -6.7594 0.0465 4.5463
O4 -7.8932 1.2145 2.7802
S1 -3.4805 4.3698 0.9128
O5 -3.2859 4.7183 2.4401
O6 -4.6043 5.3063 0.4081
C14 -1.8818 4.8584 0.0687
F1 -0.7549 3.9807 0.5592
F2 -1.4844 6.2522 0.4888
F3 -1.9723 4.8951 -1.4133
O7 1.3664 -1.6556 0.9720
C15 2.7340 -1.5708 1.5066
C16 3.4309 -0.2134 0.8222
C17 3.6477 1.0718 1.8592
C18 4.2915 2.4808 1.2493
C19 4.6538 2.4931 -0.3748
C20 4.4515 1.1947 -1.3777
C21 3.8158 -0.1989 -0.7725
H1 -0.8538 0.9501 1.8842
H2 0.9650 1.0894 2.6243
H3 0.7052 0.8517 0.7402
H4 0.6686 -1.3175 3.0218
H5 -1.9099 -1.0688 2.3310
H6 -1.1805 -2.8272 1.9315
H7 -2.4445 -2.3472 -0.1489
H8 -0.7226 -1.6788 -0.5920
H9 -0.5494 0.5326 -2.1238
H10 -1.8293 0.7769 -3.4885
H11 -1.3213 -1.0073 -2.9234
H12 -4.7336 0.0179 -2.5701
H13 -4.7966 -0.8485 -0.8817
H14 -3.7809 -3.1163 -1.9495
H15 -3.5203 -3.2120 -4.1686
H16 -2.1942 2.3574 -1.1208
H17 -3.4467 2.0817 -2.5013
H18 -3.0337 1.9435 1.3297
H19 -5.4649 3.2833 2.4764
H20 -6.1695 2.2135 1.0930
H21 -4.4520 1.3264 3.7221
H22 -4.7921 0.0519 2.2556
H23 -8.5493 0.4522 2.7640
H24 3.3716 -2.4782 1.0654
H25 2.8127 -1.5854 2.6747
H26 3.3410 1.0191 2.9896
H27 4.4657 3.4289 1.9469
H28 5.0817 3.5125 -0.8205
H29 4.7101 1.2038 -2.5248
H30 3.6014 -1.1789 -1.3869
C22 -3.6086 -8.3000 -1.4483
C23 -2.3315 -8.2234 -2.2835
C24 -2.3331 -6.8747 -3.0012
S2 -3.2759 -5.7612 -1.9703
O8 -4.4776 -5.3805 -2.6823
O9 -2.3816 -4.7850 -1.3806
C25 -3.7119 -6.9633 -0.7291
H31 -3.5827 -9.1352 -0.7423
H32 -4.4737 -8.4398 -2.1075
H33 -1.4589 -8.2884 -1.6223
H34 -2.2646 -9.0504 -2.9973
H35 -1.3199 -6.4842 -3.1259
H36 -2.8299 -6.9392 -3.9732
H37 -4.7127 -6.7581 -0.3453
H38 -2.9767 -6.8926 0.0781
C26 9.8994 5.0223 0.1716
C27 9.1853 4.8009 1.5041
C28 7.8468 4.1297 1.2011
S3 8.0804 3.2098 -0.3125
O10 7.2512 3.7994 -1.3425
O11 8.0583 1.7912 -0.0166
C29 9.7676 3.7118 -0.5898
H39 10.9477 5.3007 0.3140
H40 9.4062 5.8300 -0.3824
H41 9.7924 4.1435 2.1384
H42 9.0420 5.7401 2.0474
H43 7.5499 3.4454 1.9999
H44 7.0584 4.8680 1.0307
H45 9.9555 3.8158 -1.6598
H46 10.4196 2.9425 -0.1655



# C25H28CdN3O3SSe2

A molecular structure, C25H28CdN3O3SSe2 at a distorted geometry (the ωB97M-V functional and the def2-TZVPD basis, the Open Molecules 2025 dataset).

Values from the calculation:
- LUMO level: -2.62 eV
- Net charge: +1
- Gap between HOMO and LUMO: 7.63 eV
- Relative energy (zero: lowest compared OMol25 entry of this formula, charge and spin): 52.8 kJ/mol
- Spin multiplicity: 1
- HOMO level: -0.3767 Ha

Cartesian coordinates (Å):
Cd1 -0.2523 -0.0572 0.3031
C1 -0.1226 -2.1811 -2.8310
O1 0.3774 -1.0131 -2.2135
C2 1.7531 -0.8190 -2.4912
C3 2.1100 0.6479 -2.2430
O2 1.8615 1.0735 -0.9160
C4 2.9702 1.0677 -0.0381
C5 3.5572 -0.3187 0.2294
O3 2.5299 -1.1851 0.6681
C6 3.0497 -2.4139 1.1286
H1 0.0109 -2.1283 -3.9182
H2 -1.1850 -2.2331 -2.6018
H3 0.3916 -3.0780 -2.4615
H4 1.9586 -1.0478 -3.5477
H5 2.3477 -1.4956 -1.8634
H6 1.4625 1.2592 -2.8808
H7 3.1545 0.8298 -2.5178
H8 2.5805 1.4779 0.8994
H9 3.7645 1.7226 -0.4245
H10 4.3323 -0.2222 1.0027
H11 4.0357 -0.7273 -0.6775
H12 3.7455 -2.2607 1.9621
H13 3.5754 -2.9503 0.3284
H14 2.2085 -3.0079 1.4710
S1 -0.4642 2.3154 4.2513
C7 -0.5562 3.4233 2.9546
C8 -0.4630 2.8184 1.7374
C9 -0.3167 1.4159 1.8213
C10 -0.3163 0.9836 3.1224
C11 -0.2111 -0.3817 3.5821
C12 -0.2562 -0.6946 4.9470
C13 -0.1229 -2.0066 5.3474
C14 0.0368 -2.9874 4.3768
C15 0.0376 -2.5955 3.0499
N1 -0.0775 -1.3393 2.6498
H15 -0.6791 4.4699 3.1612
H16 -0.5048 3.3754 0.8152
H17 -0.3967 0.0975 5.6665
H18 -0.1421 -2.2656 6.3947
H19 0.1446 -4.0259 4.6424
H20 0.1320 -3.3382 2.2654
Se1 -4.1701 0.3086 -0.7160
Se2 -3.5591 0.1739 1.4884
C16 -2.9192 -1.6458 1.4387
C17 -3.4395 -2.5782 2.3266
C18 -3.0878 -3.9046 2.1595
C19 -2.2399 -4.2428 1.1137
C20 -1.7420 -3.2308 0.3092
N2 -2.0644 -1.9524 0.4729
C21 -3.0470 1.7431 -1.3739
C22 -3.6612 2.7869 -2.0570
C23 -2.8680 3.8256 -2.5087
C24 -1.5035 3.7744 -2.2562
C25 -0.9920 2.6801 -1.5808
N3 -1.7479 1.6744 -1.1503
H21 -4.1207 -2.2597 3.1003
H22 -3.4836 -4.6615 2.8178
H23 -1.9811 -5.2712 0.9211
H24 -1.0700 -3.4509 -0.5117
H25 -4.7298 2.7678 -2.2094
H26 -3.3051 4.6594 -3.0361
H27 -0.8473 4.5694 -2.5702
H28 0.0668 2.5940 -1.3673



Look up the HOMO level of the third one.
-0.2983 Ha